This record from the Open Molecules 2025 dataset describes the molecule C6H12N2O2. The level of theory is wB97M-V/def2-TZVPD.

Cartesian coordinates (Å):
C -2.664 1.143 -0.406
N -1.555 0.333 -0.062
C -1.646 -0.987 0.380
O -2.700 -1.561 0.333
N -0.393 -1.427 0.683
C 0.666 -0.472 0.242
C 1.708 -0.573 1.329
C 1.133 -0.915 -1.135
C -0.298 0.909 -0.113
O -0.082 1.928 0.847
H -2.251 2.234 -0.674
H -3.097 0.805 -1.309
H -3.339 1.083 0.397
H -0.130 -2.290 0.282
H 2.240 -1.512 1.309
H 1.101 -0.438 2.315
H 2.394 0.263 1.180
H 1.686 -1.924 -1.191
H 1.927 -0.138 -1.462
H 0.402 -1.031 -1.945
H 0.153 1.396 -1.132
H -0.860 1.948 1.359

The HOMO-LUMO gap is 10.295 eV. As for the SMILES: CN1C(=O)NC(C)(C)[C@@H]1O. The energy is -13491.02947 eV.

Here are the Löwdin charges for atoms 1 to 2, given in e: -0.029 -0.086

This record from the Open Molecules 2025 dataset describes the molecule C6H5NO2. The level of theory is wB97M-V/def2-TZVPD.

Cartesian coordinates (Å):
C -1.835 0.029 1.726
C -2.075 0.306 0.449
O -1.169 0.737 -0.510
C 0.036 0.248 -0.784
C 0.602 -0.814 -0.096
C 2.013 -0.667 -0.533
O 2.997 -1.200 -0.136
C 1.996 0.508 -1.561
N 0.779 0.937 -1.661
H -0.827 0.218 2.221
H -2.582 -0.150 2.465
H -3.071 0.367 -0.041
H 0.322 -1.430 0.707
H 2.814 0.910 -2.246

The HOMO-LUMO gap is 7.957 eV. As for the SMILES: C=COC1=CC(=O)C=N1. The energy is -11884.91756 eV.

Here are the Löwdin charges for atoms 1 to 2, given in e: 0.035 -0.167

Calculated values (eV) of lowest unoccupied orbital energy for the records, taken in order: 0.73 -1.11.
Calculated values (kcal/mol) of ΔE to the lowest compared entry with this formula, charge and spin for the records, taken in order: 32.2 83.6.